1.
Entry from the Open Molecules 2025 dataset: C53H55F3N11O5STeTi as an isolated structure in a non-equilibrium geometry (ωB97M-V/def2-TZVPD).

XYZ file:
```
130
Properties=species:S:1:pos:R:3
Ti 0.53408 -0.20907 -0.22437
C -5.23586 1.40448 -0.50153
C -4.38290 0.35313 -0.19130
N -3.18465 0.56782 0.33063
C -2.79666 1.82893 0.52390
C -3.59721 2.87998 0.03718
N -4.80230 2.65357 -0.43707
C -1.56495 2.07122 1.30007
C -1.54781 3.21603 2.08077
C -0.46985 3.48480 2.93394
C 0.48415 2.48210 3.03082
C 0.40798 1.34151 2.22774
N -0.56909 1.16136 1.30334
C 1.34982 0.24995 2.39359
C 2.18950 0.11336 3.51247
N 2.87769 -0.97328 3.76625
C 2.76233 -1.98791 2.90379
C 2.02888 -1.86469 1.74796
N 1.33565 -0.74382 1.45420
C -0.38577 4.71913 3.72047
C -1.50989 5.50923 3.97887
C -1.36720 6.64387 4.76361
N -0.21939 7.01022 5.29894
C 0.85427 6.28859 5.04339
C 0.83296 5.14910 4.25264
H -6.25710 1.25415 -0.81660
H -4.64996 -0.68374 -0.34382
H -3.25257 3.90402 0.01438
H -2.38049 3.89557 2.03818
H 1.31178 2.58813 3.70710
H 2.29253 0.90326 4.24216
H 3.28744 -2.89506 3.16295
H 2.00971 -2.65651 1.01210
H -2.48657 5.25200 3.60171
H -2.21247 7.28482 4.97442
H 1.77317 6.63809 5.49156
H 1.74926 4.62491 4.03656
F 3.60171 -0.04965 -0.06500
C 3.85211 1.08544 -0.76278
F 5.12563 1.37967 -0.62742
F 3.58738 0.83974 -2.04303
S 2.57790 2.24977 -0.06479
O 2.84316 2.29848 1.33476
O 2.51918 3.45208 -0.81413
O 1.39825 1.37126 -0.35927
C 3.14532 -8.65978 2.82202
C 2.39660 -7.53211 2.19748
C 1.05079 -7.31798 2.47749
C 0.34393 -6.27848 1.89923
C -1.09905 -6.07621 2.25932
C 1.00357 -5.43724 0.98669
Te -0.37069 -3.93432 0.25842
N 0.33764 -2.42813 -0.79917
C 1.31260 -2.16429 -1.65006
O 1.73529 -0.96667 -1.51274
C 1.81721 -2.97961 -2.76153
C 2.63367 -2.36313 -3.71681
C 3.02865 -3.06118 -4.84130
C 2.64293 -4.38239 -5.02118
C 1.87323 -5.01249 -4.05194
C 1.46183 -4.31738 -2.93291
C -1.27343 -5.28438 -1.16746
C -0.70651 -6.52292 -1.45565
C -1.31527 -7.36033 -2.37304
C -2.49887 -6.97271 -2.98067
C -3.07998 -5.76047 -2.65501
C -2.48065 -4.89473 -1.74484
C -3.14593 -3.60358 -1.37003
C 2.35948 -5.60618 0.71363
C 3.14088 -4.72311 -0.20731
C 3.02814 -6.66068 1.32360
H 2.52255 -9.20078 3.52846
H 4.02643 -8.28934 3.34244
H 3.48856 -9.35273 2.05504
H 0.54426 -7.97952 3.16417
H -1.43033 -6.86677 2.92855
H -1.73872 -6.10042 1.37364
H -1.23505 -5.12061 2.77296
H 2.94255 -1.34077 -3.55828
H 3.64721 -2.57484 -5.57589
H 2.94396 -4.92170 -5.90760
H 1.59660 -6.04967 -4.16178
H 0.88113 -4.81679 -2.17098
H 0.20679 -6.83406 -0.96505
H -0.86560 -8.31165 -2.60823
H -2.97079 -7.62181 -3.70137
H -4.01717 -5.47736 -3.10798
H -3.63983 -3.16428 -2.23546
H -2.42075 -2.88535 -0.96601
H -3.91186 -3.79752 -0.61452
H 2.57166 -3.86239 -0.54708
H 3.45807 -5.28403 -1.08622
H 4.04246 -4.36739 0.28927
H 4.07459 -6.79959 1.10050
C -1.56063 -0.26156 -2.38459
C -2.37451 0.24827 -3.60702
N -1.75189 1.43039 -4.15962
C -1.69042 2.46645 -3.15285
C -0.76213 2.00504 -2.00578
N -0.36601 0.58700 -2.19520
C 0.42374 0.53789 -3.44942
C -0.40824 1.12961 -4.61593
H -1.21932 -1.29274 -2.55354
H -2.14911 -0.23023 -1.45987
H -3.39450 0.51053 -3.31739
H -2.42615 -0.50663 -4.39472
H -2.70438 2.66199 -2.79548
H -1.32150 3.37996 -3.62089
H -1.26628 2.10051 -1.04587
H 0.15115 2.60667 -1.96609
H 0.67725 -0.50147 -3.67181
H 1.34261 1.10595 -3.29076
H -0.48197 0.42806 -5.44975
H 0.03345 2.05356 -4.99147
N -1.28313 -1.40243 1.03237
C -2.10671 -1.40029 1.85564
N -2.98473 -1.56787 2.77679
C -3.62750 -2.86895 2.93147
C -5.13962 -2.69444 2.73231
O -5.64227 -1.73456 3.62291
C -5.06106 -0.47256 3.41260
C -3.53955 -0.52276 3.62311
H -3.44092 -3.23216 3.94807
H -3.21395 -3.57434 2.20538
H -5.66720 -3.62443 2.95134
H -5.34368 -2.39394 1.69117
H -5.52796 0.20047 4.13336
H -5.28047 -0.12154 2.39091
H -3.33005 -0.77727 4.66821
H -3.08148 0.43651 3.38236
```

Values from the calculation:
Kohn-Sham gap (alpha / beta)	6.55 / 6.40	eV
total energy	-4845.96409	a.u.
spin multiplicity	2
strongest force on any atom	5.551	eV/Å
E_LUMO (alpha / beta)	-5.96 / -6.11	eV
energy above the lowest of the compared OMol25 structures with the same formula, charge and spin	135.7	kJ/mol
net charge	+2

2.
Entry from the Open Molecules 2025 dataset: a 2-piece molecular cluster, C5H14N3 overall in a non-equilibrium geometry (ωB97M-V/def2-TZVPD).

XYZ file:
```
22
Properties=species:S:1:pos:R:3
C 2.47178 -0.23224 -0.13594
C 2.91559 0.92641 -0.79704
C -1.16340 -1.38609 0.83453
C -1.02018 0.99534 0.97495
C -0.29147 -0.02056 -0.93630
N 2.79855 -1.22524 0.41238
N -2.79628 -0.13005 -0.35802
N -1.33869 -0.12776 0.04923
H 3.91627 0.79219 -1.19042
H 2.05505 1.25596 -1.43641
H 2.98262 1.83328 -0.13041
H -1.66029 -2.13144 0.37064
H -0.09834 -1.55732 1.02002
H -1.71418 -1.18798 1.81314
H -2.00067 1.34979 1.47275
H -0.16686 0.61198 1.53254
H -0.85263 1.99713 0.36916
H -0.31254 0.97317 -1.27654
H -0.34452 -0.69086 -1.81373
H 2.49512 -2.16826 0.80463
H -3.12437 0.82440 -0.38978
H -2.75056 -0.70183 -1.18936
```

Values from the calculation:
Kohn-Sham gap	7.21	eV
total energy	-362.71028	a.u.
strongest force on any atom	4.320	eV/Å
E_LUMO	-4.06	eV
energy above the lowest of the compared OMol25 structures with the same formula, charge and spin	706.0	kJ/mol
net charge	+1

3.
Entry from the Open Molecules 2025 dataset: C35H38CsFN6O3S2Si as an isolated structure in a non-equilibrium geometry (ωB97M-V/def2-TZVPD).

XYZ file:
```
87
Properties=species:S:1:pos:R:3
Cs 0.96358 1.07031 1.07999
C 2.28782 -0.83746 -2.05119
Si 2.33103 0.69750 -3.13359
C 4.16554 0.97929 -3.56476
C 1.49008 0.21341 -4.77223
N 1.58009 1.96054 -2.29708
C 1.40247 3.20608 -2.74064
C 1.82723 3.76144 -3.98306
C 1.59037 5.07855 -4.35019
C 0.91320 5.95752 -3.51818
C 0.47147 5.46822 -2.28421
C 0.71241 4.16624 -1.93862
F 0.25270 3.74305 -0.72539
H 2.76928 -1.69746 -2.52608
H 1.25766 -1.11910 -1.82085
H 2.79518 -0.65747 -1.09967
H 4.58948 0.07232 -4.00958
H 4.73769 1.21119 -2.66297
H 4.31071 1.80107 -4.26993
H 1.97289 -0.66562 -5.21204
H 1.52878 1.02369 -5.50473
H 0.43830 -0.02961 -4.60141
H 2.36332 3.12005 -4.67379
H 1.95240 5.41650 -5.31700
H 0.73301 6.98617 -3.80350
H -0.06237 6.09085 -1.57495
C -6.67733 -3.33755 -2.77746
C -5.22986 -3.67258 -3.02764
C -4.84853 -4.14349 -4.28100
C -3.51812 -4.42934 -4.54062
C -2.55893 -4.25578 -3.56055
C -2.92317 -3.80670 -2.28635
N -2.00362 -3.57124 -1.27721
C -0.73070 -4.08651 -1.11499
C -0.32948 -5.31422 -1.65984
C 0.94397 -5.80693 -1.43157
C 1.84742 -5.10096 -0.65113
C 1.44312 -3.90296 -0.08231
C 0.17283 -3.38286 -0.28716
C -0.19618 -2.08936 0.43235
O -1.38459 -1.67746 0.34683
O 0.70834 -1.52393 1.08640
C -4.27727 -3.51351 -2.01991
C -4.66381 -3.00689 -0.65752
H -7.25946 -3.44690 -3.69262
H -6.79722 -2.31229 -2.42112
H -7.11946 -3.99127 -2.02071
H -5.59546 -4.26353 -5.05759
H -3.21821 -4.76509 -5.52641
H -1.51623 -4.42014 -3.78919
H -2.12516 -2.74143 -0.67182
H -1.03114 -5.89598 -2.24068
H 1.22507 -6.75916 -1.86811
H 2.84832 -5.47837 -0.48301
H 2.10922 -3.31934 0.53948
H -4.02910 -3.44517 0.11262
H -5.70190 -3.23936 -0.42213
H -4.53934 -1.92262 -0.57804
N 3.37561 1.79843 2.96317
C 4.37057 2.11239 3.48143
N 5.50858 2.47504 4.04507
C 5.34680 2.77070 5.33026
N 5.26965 3.04805 6.45802
C -0.24444 -1.87317 4.19162
S 0.80165 -0.44604 3.89484
C 1.34079 -0.10934 5.57703
O -0.14822 0.66296 3.57221
H 0.35738 -2.73215 4.48980
H -0.72192 -2.06639 3.23198
H -0.98764 -1.62720 4.95071
H 1.91622 -0.95171 5.96349
H 0.47374 0.09938 6.20418
H 1.98220 0.76897 5.51425
S -2.48852 4.99971 4.12933
C -1.87926 4.12159 2.75304
N -0.67198 3.70450 2.82028
C -0.10525 4.06563 4.03755
C 1.19603 3.75180 4.43054
C 1.63072 4.16160 5.67398
C 0.78225 4.88162 6.52720
C -0.50775 5.20007 6.15362
C -0.94762 4.78341 4.89811
H -2.51386 3.95073 1.89342
H 1.83897 3.18653 3.76890
H 2.63803 3.92012 5.99500
H 1.14765 5.19300 7.49824
H -1.15872 5.75543 6.81738
```

Values from the calculation:
Kohn-Sham gap	5.16	eV
total energy	-3116.83539	a.u.
strongest force on any atom	2.135	eV/Å
E_LUMO	3.53	eV
energy above the lowest of the compared OMol25 structures with the same formula, charge and spin	49.9	kJ/mol
net charge	-2

4.
Entry from the Open Molecules 2025 dataset: a 2-piece molecular cluster, CH4N2O2S overall in a non-equilibrium geometry (ωB97M-V/def2-TZVPD).

XYZ file:
```
10
Properties=species:S:1:pos:R:3
C -0.62170 0.13403 -0.40844
N 1.56138 0.58638 3.72803
N 2.00050 -0.37824 3.46076
O 1.08518 1.58123 3.99608
O 1.52272 1.32133 0.72605
S 0.06954 1.03578 1.01232
H -1.69935 0.46920 -0.36956
H -0.06105 0.70814 -1.18107
H -0.48229 -0.90513 -0.55866
H -0.51868 2.12501 0.21466
```

Values from the calculation:
Kohn-Sham gap	10.07	eV
total energy	-698.54539	a.u.
strongest force on any atom	4.679	eV/Å
E_LUMO	0.36	eV
energy above the lowest of the compared OMol25 structures with the same formula, charge and spin	341.1	kJ/mol

5.
Entry from the Open Molecules 2025 dataset: C11H7Cl5IrN2O2SSeSi as an isolated structure in a non-equilibrium geometry (ωB97M-V/def2-TZVPD).

XYZ file:
```
31
Properties=species:S:1:pos:R:3
Ir 0.36665 0.67371 -0.11595
Cl 0.80519 0.34753 2.34138
C -0.29480 -0.89160 2.87979
C -0.52258 -1.04445 4.23349
C -1.39352 -2.03895 4.64116
C -2.00631 -2.85396 3.69909
C -1.75565 -2.67068 2.35068
Cl -2.53705 -3.70510 1.20652
C -0.89060 -1.66544 1.90263
S -0.56986 -1.44817 0.19445
H -0.02787 -0.40003 4.94708
H -1.59328 -2.18281 5.69366
H -2.68794 -3.63652 4.00128
Cl -2.73862 2.27300 0.72595
Si -0.80936 2.60368 0.19341
Cl -0.79496 3.69782 -1.54367
Cl 0.00681 3.83819 1.60469
Se 2.49392 1.99024 0.15583
C 3.48187 0.47568 0.49761
N 4.13110 -0.45028 0.72387
O 3.01104 1.40064 -2.86205
C 1.90688 0.99310 -3.05345
C 1.30272 0.69776 -4.42363
C -0.18595 0.46523 -4.17920
C -0.26855 0.42460 -2.68605
O -1.26872 0.23094 -1.98870
N 0.91532 0.68789 -2.08041
H 1.79743 -0.18642 -4.82510
H 1.51271 1.53117 -5.08946
H -0.58778 -0.45100 -4.60838
H -0.79824 1.29421 -4.53653
```

Values from the calculation:
Kohn-Sham gap (alpha / beta)	7.27 / 6.04	eV
total energy	-6177.94754	a.u.
spin multiplicity	2
strongest force on any atom	3.008	eV/Å
E_LUMO (alpha / beta)	-1.57 / -2.77	eV
energy above the lowest of the compared OMol25 structures with the same formula, charge and spin	109.4	kJ/mol

6.
Entry from the Open Molecules 2025 dataset: C3H4O4Sr as an isolated structure in a non-equilibrium geometry (ωB97M-V/def2-TZVPD).

XYZ file:
```
12
Properties=species:S:1:pos:R:3
C 2.31771 -1.45638 1.52585
C 1.66754 -0.57995 0.69150
O 5.28074 0.83293 -1.92715
C 4.90093 1.48935 -0.93618
O 3.92212 2.36906 -0.99789
O 5.10876 1.12008 0.30954
O 2.11968 -1.61405 2.80713
H 3.22410 -1.97196 1.19160
H 1.71957 -0.43883 -0.39090
H 0.67275 -0.24806 1.01274
Sr 3.06523 1.77001 1.00328
H 2.41012 -0.78281 3.33964
```

Values from the calculation:
Kohn-Sham gap	5.67	eV
total energy	-448.35154	a.u.
strongest force on any atom	4.699	eV/Å
E_LUMO	-1.73	eV
energy above the lowest of the compared OMol25 structures with the same formula, charge and spin	52.7	kJ/mol